Record 1
Molecular formula: C17H18BBiN6Te
Method: DFT, the ωB97M-V functional and the def2-TZVPD basis

Geometry as XYZ:
```
44
Properties=species:S:1:pos:R:3:nbo_charge:R:1
Bi -0.592 -0.873 -0.409 1.83
Te -0.960 2.233 -0.588 0.40
N 0.558 -3.524 0.808 -0.31
N -0.677 -0.921 1.792 -0.47
N 0.868 -2.527 -0.065 -0.48
N -0.727 -2.119 2.439 -0.31
N -2.156 -2.437 -0.184 -0.47
N -1.959 -3.451 0.702 -0.31
C 0.988 5.942 -1.375 -0.21
C 0.831 2.165 -1.775 -0.61
C -2.963 -4.320 0.575 0.08
C 0.594 4.615 -1.215 0.01
C -3.288 -2.695 -0.868 0.02
C 2.023 6.260 -2.237 -0.17
C 1.522 -4.444 0.760 0.07
C 2.278 3.938 -2.799 -0.18
C -0.761 -1.885 3.751 0.08
C -0.679 0.054 2.720 0.03
C 2.670 5.257 -2.950 -0.18
C 2.484 -4.055 -0.164 -0.30
C -3.834 -3.878 -0.412 -0.30
C -0.732 -0.516 3.976 -0.31
C 1.238 3.613 -1.930 -0.11
C -0.528 4.305 -0.261 -0.58
C 2.031 -2.850 -0.664 0.02
B -0.738 -3.463 1.664 0.52
H -3.006 -5.204 1.193 0.26
H -4.741 -4.350 -0.746 0.28
H -0.746 -0.007 4.924 0.28
H -0.271 4.449 0.785 0.25
H 0.611 1.706 -2.736 0.24
H 3.387 -4.576 -0.430 0.28
H -0.638 1.092 2.431 0.25
H 3.475 5.504 -3.629 0.24
H -0.797 -4.389 2.411 0.02
H 2.320 7.293 -2.358 0.24
H -0.803 -2.703 4.454 0.26
H -3.646 -2.022 -1.633 0.25
H 0.481 6.726 -0.826 0.23
H 2.777 3.158 -3.361 0.22
H 2.477 -2.205 -1.406 0.24
H 1.476 -5.323 1.383 0.26
H 1.600 1.591 -1.257 0.22
H -1.449 4.836 -0.490 0.26
```

LUMO energy, eV: -7.4
HOMO level, eV: -14.007
Charge: +2
DFT total energy, eV: -40656.8893
HOMO-LUMO gap, eV: 6.60

Record 2
Molecular formula: C2H3NOS2
Method: DFT, the ωB97M-V functional and the def2-TZVPD basis

Geometry as XYZ:
```
9
Properties=species:S:1:pos:R:3:nbo_charge:R:1
S 0.661 -2.020 1.386 0.18
S -0.857 0.434 0.994 0.76
O 0.719 0.743 -1.321 -0.54
N -1.121 1.460 -0.197 -0.64
C -0.160 -0.901 0.363 -0.69
C -0.107 1.593 -1.073 0.46
H -0.050 -1.194 -0.585 0.24
H -0.033 2.496 -1.630 0.13
H 0.177 -1.454 2.482 0.11
```

LUMO energy (alpha / beta), eV: 0.6 / -2.8
HOMO level (alpha / beta), eV: -6.880 / -9.944
Multiplicity: 3
Relative energy (zero: lowest compared OMol25 entry of this formula, charge and spin), kJ/mol: 148.1
Charge: 0
DFT total energy, eV: -27326.1998
HOMO-LUMO gap (alpha / beta), eV: 7.43 / 7.09

Record 3
Molecular formula: C3H5NO2
Method: DFT, the ωB97M-V functional and the def2-TZVPD basis

Geometry as XYZ:
```
11
Properties=species:S:1:pos:R:3:nbo_charge:R:1
O 1.480 2.074 0.441 -0.51
O -1.516 -0.308 -0.769 -0.53
N 0.631 -1.881 0.987 -0.37
C -1.260 0.746 -0.236 0.27
C -0.221 -2.269 0.313 0.12
C 1.411 0.954 -0.004 0.25
H -1.007 -2.643 -0.305 0.25
H 1.046 0.100 0.591 0.15
H 1.690 0.714 -1.052 0.11
H -1.026 1.646 -0.830 0.13
H -1.227 0.867 0.863 0.13
```

LUMO energy, eV: 0.1
HOMO level, eV: -10.061
Relative energy (zero: lowest compared OMol25 entry of this formula, charge and spin), kJ/mol: 323.1
Charge: 0
SMILES: C#N.C=O.C=O
DFT total energy, eV: -8774.3457
HOMO-LUMO gap, eV: 10.12

Record 4
Molecular formula: C33H87I2NO34P8
Method: DFT, the ωB97M-V functional and the def2-TZVPD basis

Geometry as XYZ:
```
165
Properties=species:S:1:pos:R:3:lowdin_charge:R:1
I -0.993 5.388 0.009 0.88
I -1.708 1.608 -1.117 0.97
P 4.268 2.173 -9.542 0.33
P 4.511 2.864 6.315 0.33
P -1.807 5.963 5.116 0.34
P -4.825 -4.627 4.121 0.34
P -6.149 2.662 1.029 0.33
P 2.097 0.849 -0.016 0.55
P -3.050 -10.216 -0.456 0.33
P 0.299 -5.879 1.701 0.34
O 5.568 3.024 -9.335 -0.21
O 2.521 1.868 1.163 -0.15
O -3.974 -9.156 -0.076 -0.21
O -2.541 -10.157 -1.942 -0.20
O 4.809 0.677 -9.588 -0.22
O 3.557 0.534 -0.605 -0.13
O -3.920 -4.029 5.284 -0.22
O -5.780 -3.442 3.673 -0.22
O 4.103 2.958 4.783 -0.22
O 4.523 6.159 -5.615 -0.03
O 1.216 -7.143 1.921 -0.21
O -0.726 -6.392 0.600 -0.23
O -6.496 3.906 0.094 -0.22
O 1.288 -4.895 0.948 -0.22
O 5.733 3.845 6.376 -0.19
O -0.306 -5.356 2.923 -0.21
O -3.038 5.857 4.335 -0.22
O 1.133 1.108 -2.429 -0.16
O -0.624 6.727 4.376 -0.22
O 3.227 2.417 -8.545 -0.23
O -1.700 -10.265 0.384 -0.22
O 3.439 3.151 7.264 -0.22
O -5.774 1.452 0.301 -0.24
O -5.830 -5.566 4.881 -0.20
O -3.631 -11.695 -0.390 -0.22
O -1.163 4.600 5.534 -0.20
O -7.410 2.503 1.984 -0.22
O -5.057 3.216 2.000 -0.20
O 3.511 -0.331 -3.340 -0.17
O 3.879 2.522 -11.038 -0.21
O 5.177 1.429 6.481 -0.22
O -1.955 6.693 6.518 -0.21
O 6.741 6.612 -5.964 0.04
O -4.057 -5.258 3.055 -0.21
N 1.274 -0.360 0.471 -0.12
C 2.616 3.890 -3.976 -0.17
C -0.462 2.924 1.590 -0.23
C 1.832 1.399 -3.634 -0.29
C -2.070 -5.855 0.568 -0.07
C -1.635 -11.148 -2.448 -0.08
C -2.598 7.972 6.566 -0.09
C -6.870 3.685 -1.274 -0.09
C 1.879 -7.754 0.805 -0.09
C -5.231 -2.393 2.854 -0.07
C -8.605 1.919 1.453 -0.09
C -0.894 7.642 3.302 -0.10
C -2.534 -3.727 5.005 -0.07
C 6.683 2.913 -10.240 -0.07
C 0.094 2.744 -0.971 -0.75
C 5.644 6.182 -6.361 -0.31
C -5.279 4.404 2.795 -0.06
C -4.283 -12.116 0.815 -0.09
C 2.662 1.990 -11.582 -0.08
C 0.802 -3.562 0.661 -0.09
C 3.303 1.051 -3.545 -0.18
C -1.642 -9.697 1.706 -0.07
C 1.381 1.930 -1.323 -0.42
C 3.993 -0.399 -9.091 -0.08
C 0.052 4.556 6.320 -0.06
C 3.616 3.965 -5.142 -0.16
C 3.520 5.204 -6.004 -0.17
C 1.539 2.811 -4.151 -0.11
C 4.452 0.375 7.143 -0.08
C 6.853 3.687 5.492 -0.08
C -6.641 -5.055 5.949 -0.09
C 3.647 -1.066 -4.527 -0.10
C 0.118 3.559 0.329 -0.82
C 2.944 2.224 4.351 -0.08
H -0.713 -11.153 -1.868 0.08
H 1.127 3.910 0.499 0.06
H 3.229 1.220 4.033 0.09
H -4.807 -11.283 1.283 0.09
H 0.135 -3.220 1.451 0.08
H -2.457 -2.798 4.439 0.09
H 6.541 3.812 4.456 0.08
H -1.624 7.228 2.612 0.04
H 2.329 2.675 -12.355 0.09
H -2.062 -4.533 4.447 0.06
H -6.203 2.965 -1.742 0.08
H 0.304 3.512 6.461 0.08
H 6.390 3.223 -11.242 0.09
H -6.103 4.241 3.487 0.09
H 3.989 0.745 8.054 0.08
H -6.040 -1.983 2.262 0.09
H -0.013 3.444 -1.796 0.01
H 2.852 1.011 -12.024 0.09
H 7.453 3.577 -9.861 0.09
H 3.689 -0.039 6.483 0.09
H 1.151 -8.090 0.067 0.08
H 3.923 -2.081 -4.253 0.09
H 1.349 2.721 -5.222 0.13
H 4.649 -1.255 -8.967 0.09
H -0.013 3.392 2.463 0.07
H 3.207 -0.646 -9.804 0.09
H 2.511 2.754 3.512 0.07
H 3.160 3.783 -3.041 0.10
H 5.474 5.865 -7.400 0.14
H 3.543 3.091 -5.786 0.09
H 2.111 4.854 -3.904 0.11
H 4.430 -0.647 -5.162 0.08
H -5.001 -12.883 0.542 0.09
H -2.047 -3.604 5.967 0.09
H -2.096 -12.134 -2.424 0.09
H -1.247 8.601 3.685 0.08
H 1.649 -2.890 0.603 0.05
H -2.099 -10.366 2.435 0.09
H 0.048 7.791 2.782 0.08
H -8.369 1.157 0.710 0.09
H 3.549 -0.131 -8.135 0.08
H -6.790 4.644 -1.777 0.09
H 2.207 2.162 5.151 0.08
H 4.140 0.193 0.069 0.08
H 2.422 -8.608 1.198 0.09
H 2.135 2.690 -1.558 0.12
H -1.533 3.073 1.649 0.03
H -9.136 1.459 2.282 0.09
H 0.395 -0.436 -0.024 -0.03
H -7.312 -4.281 5.581 0.08
H 3.470 1.976 1.186 0.07
H 7.565 4.463 5.754 0.09
H 2.577 -7.055 0.347 0.08
H 3.681 4.928 -7.047 0.10
H 2.558 5.700 -5.941 0.13
H -2.134 -8.727 1.734 0.08
H -3.551 -12.535 1.507 0.09
H -7.220 -5.893 6.324 0.09
H 4.632 3.953 -4.746 0.13
H 3.777 1.356 -4.482 0.12
H -2.675 -6.538 -0.022 0.08
H -3.389 8.037 5.819 0.09
H 0.864 5.056 5.794 0.09
H 0.279 -3.563 -0.297 0.09
H 7.056 1.891 -10.257 0.09
H -5.496 5.252 2.146 0.09
H 1.413 0.685 -4.344 0.15
H -4.813 -1.609 3.487 0.09
H 0.598 3.152 -3.719 0.11
H -2.065 -4.870 0.100 0.08
H -7.898 3.328 -1.340 0.08
H 2.715 -1.110 -5.095 0.09
H 1.894 1.914 -10.813 0.09
H 5.177 -0.398 7.382 0.09
H -0.589 -9.573 1.944 0.08
H -9.233 2.693 1.009 0.09
H -4.465 -2.783 2.185 0.08
H -4.361 4.596 3.342 0.05
H -3.030 8.078 7.556 0.09
H -1.864 8.763 6.406 0.09
H -0.235 1.864 1.636 0.05
H -1.417 -10.871 -3.475 0.09
H 7.312 2.708 5.629 0.09
H -0.108 5.022 7.290 0.09
H 3.792 1.558 -2.716 0.12
H -2.481 -5.781 1.572 0.05
H -6.014 -4.657 6.746 0.09
```

LUMO energy, eV: 0.0
HOMO level, eV: -9.012
Charge: 0
SMILES: COC[C@H](CCCCOC=O)O[C@@H]([C@@H](I)[C@H](C)I)P(=N)(O)O.COP(=O)(OC)OC.COP(=O)(OC)OC.COP(=O)(OC)OC.COP(=O)(OC)OC.COP(=O)(OC)OC.COP(=O)(OC)OC.COP(=O)(OC)OC
DFT total energy, eV: -197266.2143
HOMO-LUMO gap, eV: 8.97

Record 5
Molecular formula: C5H9NO
Method: DFT, the ωB97M-V functional and the def2-TZVPD basis

Geometry as XYZ:
```
16
Properties=species:S:1:pos:R:3:nbo_charge:R:1
O -1.615 -1.031 0.906 -0.66
N 0.757 2.778 -0.587 -0.32
C 0.461 1.860 0.053 0.30
C -1.241 0.132 0.351 0.16
C 0.106 0.666 0.832 -0.43
C -0.636 -0.434 -1.665 -0.75
C 1.302 -0.305 0.892 -0.61
H -1.414 -0.558 -2.425 0.23
H -0.859 -1.548 1.236 0.45
H 1.603 -0.620 -0.110 0.22
H -0.258 -1.407 -1.352 0.21
H -1.475 0.241 -0.833 0.26
H 1.065 -1.201 1.481 0.20
H -0.101 1.011 1.857 0.27
H 0.146 0.245 -2.011 0.22
H 2.160 0.171 1.375 0.24
```

LUMO energy, eV: 0.5
HOMO level, eV: -8.241
Relative energy (zero: lowest compared OMol25 entry of this formula, charge and spin), kJ/mol: 472.5
Charge: 0
DFT total energy, eV: -8864.3158
HOMO-LUMO gap, eV: 8.77

Record 6
Molecular formula: C39H37N13O2SSn
Method: DFT, the ωB97M-V functional and the def2-TZVPD basis

Geometry as XYZ:
```
93
Properties=species:S:1:pos:R:3:lowdin_charge:R:1
Sn 0.734 0.714 0.624 1.17
S 1.138 2.999 1.227 0.78
O -1.308 1.503 2.008 -0.07
O 2.018 -0.281 1.750 -0.37
N -3.500 -2.069 -0.370 0.13
N -2.048 0.343 3.837 -0.01
N -0.526 -0.554 2.280 0.12
N -0.595 4.899 0.691 0.09
N -0.850 3.061 -0.648 0.06
N -0.292 2.036 -1.130 -0.03
N 3.081 -7.630 -2.448 0.09
N 1.135 -1.095 -0.735 0.06
N 0.463 -2.590 2.592 0.21
N -1.348 -0.345 -0.291 0.06
N 2.640 1.014 -0.993 0.05
N 5.338 0.940 -1.584 0.13
N -1.707 5.430 0.267 0.05
C -2.135 2.029 -2.786 -0.02
C -2.259 -2.506 -0.537 -0.03
C -0.168 0.661 -3.097 -0.03
C 2.827 -2.611 -1.416 0.09
C 3.862 -6.846 -1.713 -0.11
C -2.055 -0.848 4.496 0.00
C 4.644 -0.176 -1.395 -0.04
C -0.678 0.196 -4.301 -0.06
C -1.914 0.642 -4.744 -0.06
C -3.439 3.692 0.518 -0.06
C 1.496 -5.843 -2.578 -0.01
C -1.299 0.471 2.695 -0.50
C -0.235 3.664 0.396 -0.77
C -0.896 1.571 -2.342 -0.27
C 2.409 -1.342 -1.068 -0.18
C -2.640 1.553 -3.983 -0.05
C 3.531 -5.543 -1.368 -0.01
C -0.440 -1.685 2.980 -0.32
C -1.169 -1.645 -0.526 -0.18
C -2.587 0.109 -0.146 -0.08
C 3.281 -0.147 -1.136 -0.21
C -3.665 -0.762 -0.203 -0.05
C 3.465 -0.766 3.571 -0.04
C -2.997 4.896 -0.011 -0.23
C -1.297 -1.895 4.098 0.04
C 0.227 -2.072 -0.790 -0.18
C 3.758 1.376 2.325 -0.07
C 3.363 -0.083 2.217 -0.49
C 0.574 -3.363 -1.145 0.08
C -3.851 5.703 -0.749 -0.01
C -5.150 5.281 -1.002 -0.06
C 4.676 2.087 -1.522 -0.06
C -2.756 1.521 4.355 0.04
C -4.743 3.292 0.272 -0.08
C 1.903 -3.657 -1.442 -0.10
C 1.926 -7.128 -2.873 -0.11
C -5.598 4.072 -0.497 -0.07
C 3.323 2.133 -1.197 -0.10
C 2.316 -5.028 -1.804 -0.18
H 5.195 -1.106 -1.452 0.13
H -5.104 2.364 0.701 0.10
H 0.556 -5.484 -2.979 0.12
H 2.857 -0.235 4.307 0.09
H -1.316 -2.832 4.633 0.13
H -2.715 1.168 0.038 0.09
H -0.169 -4.145 -1.192 0.12
H 4.203 -4.963 -0.748 0.12
H -3.501 6.653 -1.135 0.12
H 3.849 -2.792 -1.715 0.13
H 2.790 3.068 -1.089 0.10
H -2.306 0.297 -5.691 0.11
H -4.679 -0.399 -0.095 0.12
H -1.665 6.436 0.289 0.16
H 4.041 -0.591 1.520 0.13
H 4.755 1.465 2.756 0.10
H 0.647 -3.383 3.183 0.13
H 4.498 -0.776 3.918 0.09
H -2.690 2.746 -2.194 0.10
H -0.106 -0.500 -4.900 0.11
H 4.799 -7.278 -1.380 0.12
H 1.313 -7.783 -3.481 0.12
H -5.810 5.904 -1.590 0.12
H 0.802 0.346 -2.742 0.09
H -3.603 1.900 -4.335 0.12
H 5.233 2.995 -1.713 0.13
H -2.703 -0.902 5.360 0.15
H 1.231 -2.230 2.033 0.09
H 3.117 -1.799 3.516 0.07
H -2.046 2.214 4.803 0.11
H -2.794 3.093 1.141 0.08
H 3.774 1.876 1.356 0.04
H -3.274 2.020 3.541 0.09
H -3.473 1.193 5.101 0.10
H -6.613 3.747 -0.685 0.11
H 3.061 1.905 2.979 0.07
H -2.138 -3.572 -0.686 0.12
```

LUMO energy (alpha / beta), eV: -6.4 / -6.4
HOMO level (alpha / beta), eV: -12.383 / -12.304
Relative energy (zero: lowest compared OMol25 entry of this formula, charge and spin), kJ/mol: 46.0
Charge: +2
DFT total energy, eV: -81163.5863
HOMO-LUMO gap (alpha / beta), eV: 5.95 / 5.88

Record 7
Molecular formula: C41H33N2O4SSbW
Method: DFT, the ωB97M-V functional and the def2-TZVPD basis

Geometry as XYZ:
```
83
Properties=species:S:1:pos:R:3:lowdin_charge:R:1
W -0.112 -0.174 0.195 1.46
Sb 0.116 0.160 -2.486 1.63
S -1.526 -2.278 1.051 0.70
O 0.315 0.970 1.566 -0.21
O 1.549 -0.823 0.215 -0.24
O -2.780 -2.882 1.299 -0.19
O -1.220 -1.004 1.804 -0.37
N -1.738 0.988 -0.055 -0.14
N -1.293 -1.713 -0.465 -0.30
C 2.672 -0.418 0.869 -0.24
C 5.047 -0.438 1.138 0.00
C 1.249 0.845 2.476 -0.27
C -3.195 2.886 0.056 -0.01
C 3.601 -3.346 -2.912 -0.07
C 3.681 0.598 2.821 0.01
C -1.966 2.277 0.234 -0.06
C -5.058 0.018 -1.408 0.02
C 3.529 3.679 -1.920 -0.06
C 1.362 -2.709 -2.275 -0.14
C 1.999 -3.725 2.338 -0.04
C 0.157 -0.844 -6.815 -0.05
C 2.050 -4.961 1.707 -0.03
C -4.812 -1.292 -1.717 -0.02
C 2.512 0.337 2.068 -0.10
C 0.328 -0.892 -5.437 -0.10
C 0.992 -5.405 0.927 -0.04
C -2.784 0.249 -0.588 -0.19
C 1.902 2.140 -1.081 -0.17
C -0.144 -3.347 1.345 -0.28
C -2.552 -1.110 -0.910 -0.32
C 3.126 3.385 -3.216 -0.05
C 0.904 1.271 3.857 0.04
C -3.564 -1.872 -1.447 0.02
C 3.871 -2.034 -3.271 -0.07
C -0.875 1.318 -6.634 -0.06
C -0.716 1.283 -5.257 -0.14
C 2.906 3.066 -0.842 -0.06
C 2.890 -1.060 -3.141 -0.12
C -0.094 0.185 -4.680 -0.33
C 0.897 -2.906 2.154 -0.07
C -4.246 2.170 -0.473 0.05
C 2.146 2.431 -3.457 -0.11
C 4.919 0.238 2.354 -0.03
C -0.117 -4.596 0.740 -0.04
C 1.540 1.790 -2.382 -0.36
C 1.636 -1.395 -2.639 -0.39
C -0.448 0.252 -7.413 -0.05
C 2.347 -3.679 -2.422 -0.07
C 3.922 -0.800 0.422 0.04
C -4.054 0.824 -0.831 -0.13
H -5.213 2.632 -0.624 0.14
H 1.027 -6.386 0.474 0.12
H -1.108 2.813 0.618 0.13
H -0.958 -4.931 0.146 0.13
H -3.316 3.922 0.336 0.13
H 1.859 2.181 -4.471 0.10
H 3.999 -1.387 -0.481 0.12
H -3.382 -2.918 -1.650 0.13
H -0.593 0.273 -8.484 0.12
H 2.915 -5.596 1.848 0.12
H 5.798 0.481 2.936 0.12
H 3.191 3.315 0.172 0.11
H 3.589 1.139 3.753 0.13
H 1.453 0.683 4.590 0.10
H -0.166 1.136 4.006 0.11
H 0.495 -1.675 -7.419 0.12
H 1.133 2.326 4.028 0.12
H 6.025 -0.683 0.748 0.13
H 4.314 4.403 -1.748 0.12
H 4.844 -1.759 -3.656 0.12
H -1.061 2.106 -4.644 0.10
H 3.098 -0.037 -3.431 0.10
H 2.131 -4.703 -2.153 0.11
H -1.341 2.179 -7.095 0.12
H -6.034 0.449 -1.590 0.13
H -5.594 -1.900 -2.150 0.13
H 1.330 1.707 -0.246 0.03
H 0.807 -1.968 2.682 0.11
H 2.808 -3.414 2.986 0.12
H 4.357 -4.111 -3.031 0.11
H 0.381 -2.990 -1.919 0.08
H 3.579 3.903 -4.052 0.12
H 0.794 -1.754 -4.980 0.10
```

LUMO energy (alpha / beta), eV: -6.8 / -6.8
HOMO level (alpha / beta), eV: -13.177 / -12.928
Charge: +2
DFT total energy, eV: -73405.1766
HOMO-LUMO gap (alpha / beta), eV: 6.41 / 6.12

Question: The highest DFT total energy belongs to which entry?
Answer: C3H5NO2